Molecular formula: C40H82BrN6O10S
Method: DFT, ωB97M-V with the def2-TZVPD basis set

The calculation puts the HOMO-LUMO gap at 5.62 eV. The max |F| comes out at 2.95 eV/A. The value obtained for the HOMO energy is -9.685 eV. As for the net charge: +1.

```
140
Properties=species:S:1:pos:R:3:forces:R:3
Br 0.640 0.024 10.272 0.16 -0.05 -0.26
S 4.097 2.046 3.816 0.10 0.26 0.60
O -7.529 -1.853 -6.784 0.12 0.04 -0.28
O 2.048 -1.894 8.864 -0.08 -0.20 0.46
O -0.743 -1.908 7.843 0.88 -0.47 0.51
O -1.055 0.865 -1.162 -0.34 0.20 0.68
O -4.937 1.402 -4.950 -0.16 -0.16 0.17
O -1.576 -0.802 7.532 -0.67 0.40 -0.41
O 10.049 -2.444 2.435 0.20 0.16 -0.18
O 6.875 0.527 1.121 -0.10 -0.18 0.22
O -1.037 -1.442 -4.932 0.93 -0.45 0.26
O 1.142 0.433 -8.448 -0.22 0.04 0.16
N -0.093 -0.439 4.761 0.30 -0.65 1.86
N 1.479 0.054 -5.375 -0.05 0.18 0.10
N 1.253 1.079 5.523 0.02 -0.90 1.50
N 2.052 2.226 5.677 0.02 -0.17 -0.08
N -4.637 -1.322 -6.444 0.00 0.00 0.17
N 9.615 0.477 2.604 -0.18 -0.03 0.20
C 9.548 -0.466 3.716 0.05 0.01 -0.31
C -4.746 -1.160 4.051 0.52 0.44 0.08
C -1.370 -0.332 -0.467 0.39 -0.47 -0.23
C -3.630 2.780 2.221 0.89 0.58 -0.38
C -0.433 -0.569 -3.981 -0.39 0.37 -0.05
C -1.782 3.152 4.043 0.06 1.13 -0.32
C -2.347 -0.534 3.607 -0.56 -0.82 0.67
C -3.861 1.527 -0.043 0.03 -0.38 0.28
C 2.105 0.164 7.704 -0.25 0.73 0.15
C -3.416 -0.738 4.729 -0.36 0.12 -1.31
C 0.442 0.744 4.531 -0.37 1.90 -2.22
C 8.572 1.496 2.630 0.21 -0.04 -0.23
C -3.925 -0.014 0.044 -0.31 0.65 -0.73
C 10.924 -2.461 1.319 -0.15 -0.07 0.05
C 0.031 -2.176 6.670 -0.59 0.78 -0.46
C -3.672 -0.626 -5.590 -0.45 -0.04 -0.19
C 0.292 0.554 -4.691 0.10 -0.27 -0.21
C -1.006 -1.209 3.916 -0.37 0.62 -1.76
C 7.133 1.029 2.418 -0.04 0.31 0.01
C -6.535 -2.859 -6.619 -0.14 -0.14 0.43
C -2.920 2.206 0.974 -0.50 0.37 -0.01
C 1.324 1.465 -7.497 0.29 0.24 -0.09
C 10.508 -1.619 3.501 -0.28 -0.20 0.31
C -0.019 -0.359 -8.263 0.19 -0.09 -0.20
C 0.406 -0.870 6.002 -0.40 -1.42 -0.30
C 7.115 -0.863 0.953 -0.04 0.12 -0.26
C -2.811 -0.789 -0.689 0.31 -0.21 0.75
C 3.038 2.172 4.928 -0.09 -0.15 -1.09
C -0.278 3.052 3.673 -0.30 -0.30 0.58
C 1.247 0.061 6.472 0.49 0.42 0.57
C -2.676 3.794 2.927 -0.45 -1.26 0.58
C -6.321 1.202 -5.187 0.11 0.26 -0.11
C -4.237 0.262 -4.482 0.38 0.08 0.00
C -5.409 -2.342 -5.745 -0.04 0.27 -0.22
C 1.697 -0.768 8.852 0.37 0.03 -0.70
C 0.054 1.527 -0.596 0.23 0.15 -0.35
C 2.108 1.033 -6.259 0.07 -0.27 -0.04
C 0.261 1.643 3.331 0.39 -0.15 0.02
C -7.666 -1.412 -8.123 -0.06 0.04 0.16
C -0.497 -2.753 -4.913 -0.10 0.10 -0.14
H 8.634 2.042 3.577 -0.02 -0.05 0.03
H -2.993 -1.358 -5.148 -0.33 0.16 -0.10
H 1.919 2.232 -8.001 0.00 -0.01 -0.01
H -3.609 0.224 5.214 0.25 -0.34 0.50
H -0.585 -3.199 -3.917 0.08 -0.03 0.00
H 8.809 2.211 1.839 -0.11 0.05 0.02
H -1.068 -3.357 -5.617 -0.03 0.06 0.00
H 6.919 -1.427 1.869 0.09 0.02 0.04
H 11.925 -2.790 1.612 0.04 0.06 -0.05
H -3.089 -1.522 5.416 -0.02 0.37 0.23
H -2.191 2.207 4.413 0.07 0.05 -0.12
H -4.030 -0.285 1.100 0.24 -0.21 -0.13
H 8.540 -0.889 3.825 0.04 -0.09 0.19
H -0.569 -2.831 6.032 0.27 0.16 -0.15
H 0.959 -2.685 6.930 -0.33 -0.13 0.48
H -1.127 -0.244 0.609 -0.25 0.17 -0.12
H -0.184 2.056 0.339 -0.15 -0.22 -0.05
H -5.065 -0.316 3.427 -0.25 -0.20 0.12
H -7.013 -3.703 -6.114 0.02 -0.03 -0.03
H -1.875 -0.502 8.405 0.25 -0.29 0.04
H -3.930 1.996 2.930 -0.06 0.10 -0.14
H 0.879 0.823 -0.404 -0.04 0.16 -0.12
H -5.516 -1.395 4.789 0.02 0.03 -0.20
H 0.195 -1.230 -7.638 -0.16 0.01 0.09
H -4.845 -0.301 -3.762 -0.14 -0.01 -0.10
H -2.747 -1.068 2.736 0.31 0.11 -0.05
H 6.804 0.317 3.186 0.11 -0.13 -0.05
H 10.524 -3.168 0.594 -0.04 -0.01 0.05
H -2.258 0.508 3.305 0.13 -0.10 0.08
H 11.525 -1.258 3.327 -0.04 0.05 -0.12
H -0.843 0.215 -7.831 0.02 -0.01 0.07
H -0.317 1.097 2.582 -0.08 0.26 0.06
H -4.749 -3.173 -5.477 0.03 0.03 0.01
H -4.867 -0.305 -0.441 0.13 -0.11 0.22
H -6.752 0.467 -4.503 0.03 -0.07 -0.05
H -6.825 2.156 -5.030 0.04 0.01 0.02
H -2.987 -0.871 -1.768 -0.11 0.26 0.14
H 1.261 1.782 2.897 -0.15 -0.15 0.00
H -4.534 3.320 1.919 0.08 -0.20 -0.05
H -4.592 -2.006 3.372 -0.09 -0.03 0.27
H 1.220 -0.755 -5.926 0.01 -0.01 0.01
H 6.493 1.911 2.524 0.08 0.06 -0.06
H -2.850 -1.820 -0.305 0.04 0.10 -0.22
H -0.500 -1.368 2.953 0.14 0.01 0.28
H -1.840 3.854 4.884 0.05 -0.30 0.01
H -6.502 0.899 -6.220 -0.13 -0.13 0.05
H 0.368 1.939 -7.245 -0.07 -0.14 0.04
H 2.085 1.200 8.062 -0.08 -0.14 -0.12
H 2.370 1.920 -5.675 -0.07 0.01 0.02
H 3.048 0.591 -6.599 0.01 0.08 -0.06
H -5.858 -1.945 -4.824 -0.06 -0.20 0.08
H 0.552 -2.753 -5.227 0.04 -0.09 0.11
H 10.984 -1.474 0.847 0.14 0.00 -0.01
H 0.367 2.288 -1.318 0.10 -0.19 0.10
H -6.758 -0.908 -8.469 0.00 -0.07 -0.12
H -5.275 -0.640 -6.832 -0.02 -0.05 -0.05
H 3.146 -0.053 7.437 -0.14 -0.20 0.17
H 9.539 -0.038 1.736 0.09 0.01 -0.01
H -2.444 3.056 0.469 0.01 -0.14 0.09
H 10.523 -2.237 4.403 0.04 0.02 0.01
H -3.314 4.558 3.380 0.32 0.08 -0.04
H -0.414 1.012 -5.397 -0.13 0.10 0.17
H 0.281 3.425 4.540 0.09 -0.13 -0.23
H 8.138 -1.046 0.617 0.02 -0.14 0.11
H -7.899 -2.249 -8.788 0.05 0.03 -0.06
H -6.155 -3.216 -7.579 0.03 0.14 -0.04
H -8.491 -0.702 -8.156 0.00 -0.02 0.06
H -4.871 1.906 0.160 0.13 -0.01 -0.15
H -2.004 4.250 2.195 -0.33 0.18 0.02
H -2.103 1.564 1.324 -0.10 -0.12 -0.25
H 9.807 0.052 4.643 -0.02 0.04 -0.02
H -3.383 0.654 -3.918 -0.01 0.03 -0.01
H -3.604 1.825 -1.065 0.01 -0.05 0.16
H -1.211 -2.202 4.310 0.34 0.25 0.36
H -3.067 0.004 -6.248 0.08 0.02 0.10
H 0.237 -1.105 -3.301 0.07 -0.07 -0.12
H -0.020 3.737 2.859 -0.18 -0.21 -0.01
H -0.330 -0.725 -9.241 0.02 0.04 -0.01
H 0.589 1.312 -3.960 0.01 0.02 -0.02
H -1.240 -0.140 -3.383 0.05 0.02 0.03
H -0.679 -1.106 -0.850 -0.22 0.01 0.11
H 6.443 -1.223 0.174 -0.02 0.05 0.01
```
Forces are in eV/Å.

***

Molecular formula: C40H82F2O20S8
Method: DFT, ωB97M-V with the def2-TZVPD basis set

The calculation puts the HOMO-LUMO gap at 8.21 eV. The max |F| comes out at 4.49 eV/A. The value obtained for the HOMO energy is -8.142 eV. As for the net charge: 0.

```
152
Properties=species:S:1:pos:R:3:forces:R:3
S 8.346 2.812 1.155 -0.05 -1.80 0.79
S -3.832 1.061 -7.859 -2.01 0.34 2.05
S -1.985 6.378 -2.820 0.31 -0.38 1.74
S 8.852 -2.901 5.738 0.64 1.10 -0.72
S -2.405 5.149 3.948 -0.84 1.70 -2.49
S -8.442 2.753 -1.884 1.62 -0.47 0.88
S -6.609 -0.544 4.999 0.86 3.56 -1.32
S 3.655 7.316 -0.376 -1.89 0.87 -0.69
F 4.357 -7.663 -1.489 -0.12 0.62 -0.46
F 6.566 -0.827 -4.409 0.02 0.57 -0.95
O -7.320 1.733 -1.602 -1.98 1.23 -0.76
O 0.207 -0.105 -0.644 -0.60 -0.20 0.09
O -1.004 -5.703 -2.328 1.78 -1.19 1.46
O 0.536 -4.607 -3.491 -0.81 -1.53 2.41
O -9.194 -3.553 -1.594 -0.87 -0.62 0.46
O -0.954 -1.451 0.852 2.15 -0.99 -0.58
O 2.193 7.623 -0.110 1.42 -0.17 0.31
O -4.545 2.172 -7.069 1.36 -1.55 -1.06
O 1.653 0.564 6.948 0.45 2.47 0.23
O -5.319 0.217 4.584 -1.95 -1.68 1.00
O 3.069 -0.466 8.420 -1.40 1.62 -1.20
O -8.106 -5.168 -0.470 0.96 -0.02 -1.79
O 1.277 -1.417 0.773 -0.17 -1.13 0.59
O 2.923 1.777 8.260 -0.20 0.68 -0.10
O -2.245 7.142 -1.531 -0.13 -0.63 -1.92
O 9.860 -1.780 5.506 -1.31 -1.21 0.03
O -2.057 6.351 3.073 0.22 -1.09 1.44
O 7.217 1.943 1.652 0.38 1.07 -0.17
O -1.721 -4.194 -3.761 1.73 -0.56 0.43
O -10.187 -4.587 0.148 1.89 0.32 -2.10
C -3.046 7.003 -4.145 -1.49 0.00 -0.22
C 7.575 0.554 -6.086 0.21 0.09 -0.50
C -5.200 -0.061 -8.389 0.50 -0.25 -0.60
C -7.954 -6.063 0.622 -0.65 0.66 1.04
C -3.822 4.462 2.978 0.62 -0.68 0.92
C 9.425 1.536 0.381 0.51 0.00 -0.50
C -2.187 -1.171 0.167 0.57 2.43 0.20
C -9.224 -4.467 -0.626 -1.91 -0.14 2.76
C -1.219 3.866 3.581 0.71 -0.27 -0.08
C 3.842 8.036 -2.086 -0.07 -1.00 -0.33
C 6.549 0.316 -5.183 -0.23 0.23 1.48
C 4.371 -9.330 1.693 0.17 1.23 -0.72
C 8.069 -2.478 7.298 -0.88 0.99 -0.02
C 4.644 -8.986 0.380 -0.34 0.09 -0.38
C -8.063 -3.268 -2.401 0.09 0.50 0.09
C 4.149 2.055 9.029 -0.42 -0.38 -0.91
C -10.089 1.938 -1.596 1.29 0.20 -1.10
C -2.319 -6.152 -2.096 -0.68 -0.04 0.53
C 2.513 -1.219 0.100 1.33 0.62 0.59
C 0.990 -3.920 -4.617 -0.77 0.04 -1.60
C 0.188 -0.911 0.251 -1.72 0.10 -0.59
C -7.800 -0.011 3.666 -0.13 -0.24 0.37
C -8.443 3.159 -3.658 0.16 -0.38 -0.87
C -3.020 -0.086 -6.627 0.13 0.20 0.01
C 3.594 5.569 -0.807 -0.40 -0.19 -1.20
C 3.536 -8.503 2.464 1.05 0.37 -0.78
C 7.367 -2.664 4.583 0.65 -0.28 0.84
C -7.383 0.526 6.328 -0.01 0.00 0.45
C 5.734 2.524 -5.424 -0.58 0.03 -0.12
C -0.795 -4.797 -3.211 -1.00 2.84 -3.34
C 2.546 0.541 7.919 3.02 -1.88 1.74
C 3.405 -6.939 0.589 -0.63 0.27 0.31
C 9.380 3.228 2.634 0.60 -0.16 0.34
C 5.609 1.300 -4.797 1.38 -0.46 -0.47
C 1.324 -0.609 6.335 -1.43 -3.28 -0.26
C 3.109 -7.247 1.914 0.60 -2.48 0.76
C 4.112 -7.841 -0.192 0.18 -0.61 1.03
C 6.664 2.723 -6.420 1.09 0.63 -0.57
C 7.632 1.783 -6.745 -1.03 -0.07 0.96
C -2.816 4.728 -2.586 0.43 0.57 -0.31
H -8.808 -0.326 3.936 0.02 -0.27 -0.04
H 2.975 -6.006 0.257 0.29 0.01 -0.64
H -5.918 -0.446 -7.665 0.46 0.43 0.62
H -8.471 0.559 6.394 -0.12 -0.70 -0.45
H 4.522 5.140 -1.187 0.17 0.12 0.34
H -7.032 0.195 7.306 0.18 -0.23 -0.14
H 3.123 4.962 -0.035 0.41 0.38 0.37
H -2.252 -6.801 -1.223 0.12 -0.24 -0.33
H -4.421 5.270 2.557 0.27 0.03 0.29
H 7.554 -3.219 3.663 0.32 0.22 0.04
H -3.080 -1.770 0.349 0.89 -0.86 0.40
H -8.722 -6.834 0.676 0.02 0.05 -0.37
H 4.595 7.536 -2.696 0.73 0.31 0.42
H 2.876 5.562 -1.627 -0.08 -0.10 -0.15
H 4.249 3.140 9.007 -0.43 -0.11 0.28
H 0.926 -1.299 7.079 0.12 -0.22 0.16
H 5.022 1.698 8.484 -0.17 -0.44 0.01
H 0.501 -0.531 5.625 0.13 0.96 0.03
H -2.683 4.174 -3.515 -0.32 0.00 -0.09
H -2.994 -5.350 -1.798 0.10 0.21 -0.41
H -1.974 -1.046 -0.895 -0.30 -0.05 0.07
H 7.624 -1.489 7.197 -0.10 0.14 -0.32
H -7.267 -2.875 -1.769 0.28 -0.40 -0.15
H 3.216 -1.745 0.746 0.04 -0.04 -0.22
H -2.372 -0.824 -7.099 -0.20 0.05 -0.48
H -10.158 1.839 -0.512 -0.11 0.04 -0.21
H 3.927 9.122 -2.061 0.32 -0.21 0.32
H -7.784 -4.112 -3.032 0.18 0.04 0.22
H -2.321 4.161 -1.797 0.27 0.40 0.02
H -3.409 3.821 2.199 -0.11 0.15 -0.08
H -0.337 4.108 4.175 -0.04 -0.19 0.17
H 5.013 -10.141 2.004 -0.72 -0.37 0.86
H 4.958 1.180 -3.943 -0.09 -0.34 -0.13
H -2.351 0.509 -6.006 -0.17 0.36 -0.14
H 4.138 1.646 10.039 -0.27 0.01 -0.19
H 8.786 -2.324 8.105 0.25 -0.70 -0.24
H 8.383 -0.128 -6.303 -0.25 -0.51 0.36
H -8.399 -2.432 -3.014 0.07 -0.19 -0.15
H -4.371 3.852 3.696 -0.36 -0.10 -0.25
H -1.588 2.867 3.812 -0.11 0.10 0.29
H -2.683 -6.671 -2.983 -0.13 0.03 0.16
H 2.830 -0.176 0.083 -0.37 0.16 0.19
H -7.622 3.778 -4.020 0.40 0.40 1.18
H -3.689 -0.618 -5.950 -0.40 0.26 -0.25
H -0.888 3.873 2.542 -0.38 0.31 -0.16
H 10.396 3.550 2.403 0.05 -0.22 -0.65
H -5.783 0.451 -9.154 0.25 0.23 0.00
H 2.099 -1.169 5.813 0.60 0.56 0.17
H -8.079 -5.430 1.500 0.14 -0.35 0.35
H -7.509 -0.420 2.699 0.14 -0.33 0.27
H 0.430 -2.994 -4.740 0.32 0.10 -0.11
H -9.323 3.731 -3.955 -0.33 -0.40 0.19
H 2.074 -3.809 -4.656 -0.10 0.31 1.07
H -3.049 8.093 -4.178 0.15 -0.06 0.50
H 7.244 -3.146 7.549 0.31 -0.30 0.09
H -10.837 2.595 -2.040 -0.11 -0.05 0.28
H 9.461 0.569 0.882 0.02 0.48 1.02
H 9.469 2.378 3.310 -0.20 -0.34 -0.32
H -6.952 -6.493 0.611 -0.17 0.18 -0.36
H -8.237 2.304 -4.302 -0.78 -0.55 0.24
H 5.252 -9.650 -0.217 0.10 0.11 -0.18
H -4.725 -0.923 -8.858 0.08 -0.06 -0.11
H 0.848 -4.559 -5.489 -0.55 0.06 -0.25
H -3.855 4.865 -2.287 -0.01 0.13 -0.28
H -4.050 6.629 -3.946 -0.25 0.41 0.32
H 9.033 1.188 -0.575 -0.53 0.81 -0.22
H 2.646 -1.559 -0.927 -0.91 -0.42 0.05
H 5.109 3.356 -5.133 -0.18 -0.03 0.04
H 2.534 -6.571 2.529 -0.03 0.08 -0.09
H 9.035 4.048 3.264 -0.86 0.06 -0.50
H -10.067 0.976 -2.108 -0.15 -0.05 0.17
H 6.502 -3.136 5.047 -0.01 0.14 0.18
H 7.198 -1.604 4.394 0.11 -0.06 0.09
H 3.428 -8.873 3.473 -0.58 0.69 0.28
H -7.125 1.583 6.259 0.60 -0.15 -0.63
H 6.788 3.685 -6.894 -0.36 0.24 0.07
H 2.957 7.801 -2.678 -0.57 -0.03 0.62
H 8.441 2.083 -7.395 0.01 -0.38 -0.16
H 10.426 1.913 0.170 0.05 0.07 0.22
H -2.384 -0.208 0.637 -0.89 0.37 -0.79
H -2.914 6.694 -5.181 1.00 -0.48 0.18
H -7.831 1.070 3.532 0.43 0.06 0.46
```
Forces are in eV/Å.